Computed, not measured: C34H63N7O2PbS5Si4Te as an isolated structure at a distorted geometry, with ωB97M-V/def2-TZVPD.

Computed properties:
energy	-5477.2239	a.u.
ΔE to the lowest compared entry with this formula, charge and spin	67.1	kJ/mol
lowest unoccupied orbital energy	3.855	eV
E_HOMO	-1.696	eV
F_max	1.6	eV Å⁻¹

The geometry in ORCA input format:
```
! RIJCOSX wB97M-V def2-TZVPD def2/J DEFGRID3
* xyz -2 1
H 3.741 -3.098 1.715
C -4.526 -3.838 -1.203
C -4.633 -0.639 1.193
H -0.776 -8.834 -0.137
H -4.149 -2.822 -1.076
H -5.703 -6.676 0.002
H 2.265 8.483 3.272
H 1.996 6.250 5.351
C 4.129 1.470 2.901
N 0.379 0.224 -3.453
C 1.074 -6.736 -1.630
H 3.480 6.744 4.537
H 1.485 -5.729 -1.726
Si -3.830 -4.962 0.165
C 2.117 5.602 3.315
H -1.331 -5.284 -3.391
H 1.570 -7.214 -0.783
H -1.116 -6.977 -3.853
O -1.868 2.849 -3.519
H 1.328 -6.899 1.643
C 1.956 1.902 -5.003
H 2.517 -3.028 2.990
C -1.648 -7.388 2.561
C -0.943 6.017 -2.396
S 2.998 -1.189 0.138
C 1.076 -6.094 2.337
Si -0.809 -6.630 -1.364
H 1.046 5.389 3.276
N -1.421 1.557 -1.679
C -5.173 0.558 0.753
C 2.272 0.558 -4.870
H -4.699 2.446 -0.180
Si -1.454 -4.909 0.135
C -1.537 -6.314 -3.095
H 0.139 5.957 -2.271
H -5.259 -1.408 1.626
C 2.592 6.069 1.936
H -2.716 -7.248 2.742
H -0.802 -3.741 3.814
C -1.537 6.389 0.069
H -4.200 -7.414 0.557
C 3.532 -2.731 2.717
N -2.457 0.054 0.498
H -2.621 -6.446 -3.095
N 3.674 0.776 1.716
N 0.382 4.846 0.160
H 1.660 -5.219 2.051
H -6.236 0.751 0.833
H 2.612 4.662 3.566
H 1.976 6.893 1.586
C -4.331 1.501 0.194
N 2.619 5.017 0.935
H -4.171 -4.185 -2.176
H 0.511 3.413 -4.450
H 3.145 0.142 -5.355
H -4.183 -3.532 2.210
H -5.724 -4.206 1.682
H 4.869 0.858 3.419
H -0.970 -5.232 4.735
C 3.418 -0.534 1.651
H 0.537 6.928 0.252
C -1.152 2.063 -2.896
S 0.041 1.605 2.759
Te -0.601 -2.884 -1.104
C 1.607 4.350 0.303
N 3.674 -1.288 2.738
H -1.229 -7.906 3.426
H -2.612 7.128 -1.627
C 0.407 0.137 3.518
Pb 0.103 -0.440 0.209
Si -0.784 -5.700 2.269
H -2.032 7.102 0.736
H -1.149 6.373 -3.406
C -2.977 1.207 0.055
H -0.158 6.167 1.700
H -1.054 7.919 -1.375
H -1.109 -9.095 -1.848
H 1.340 -7.290 -2.532
C -4.661 -4.424 1.802
C 0.822 2.381 -4.374
H -2.789 -1.734 1.425
H -4.413 -7.035 -1.151
H -1.348 5.009 -2.300
H 0.720 7.905 3.907
H 1.401 -6.395 3.335
C -4.620 -6.682 -0.138
S 1.128 0.053 5.054
C 2.399 6.631 4.410
C -1.266 -4.725 3.814
H 1.896 8.662 4.988
O -2.220 3.392 -0.532
H -2.384 -8.511 -0.779
H 4.600 2.404 2.584
H 3.369 -0.867 3.625
H 2.586 2.569 -5.580
H -5.617 -3.791 -1.231
C -2.136 2.172 -0.748
H 1.650 -1.295 -3.962
H 3.429 4.419 0.981
C -1.318 -8.441 -0.999
H -1.546 -8.046 1.697
H -4.566 -5.212 2.552
C 0.069 1.509 -3.592
C -3.269 -0.831 1.065
H -0.317 4.211 -0.241
H 3.246 1.355 0.998
S 2.038 2.907 -0.454
C 1.448 -0.238 -4.094
C 1.785 8.003 4.126
H -2.348 -4.573 3.847
H 3.619 6.440 2.017
C -0.129 6.132 0.604
H 3.309 1.694 3.588
C -1.567 6.949 -1.357
S -0.043 -1.353 2.734
H 4.247 -3.156 3.425
H -2.092 5.452 0.094
*
```

Atom charges from the Mulliken analysis, given in e for atoms 1 to 6: atom 1 (H): 0.398, atom 2 (C): -0.887, atom 3 (C): -0.682, atom 4 (H): 0.350, atom 5 (H): 0.116, atom 6 (H): 0.402